1.
54
Properties=species:S:1:pos:R:3:mulliken_charge:R:1 method="wB97M-V/def2-TZVPD" total_energy_ha=-1506.856919 spin_multiplicity=3 orbital_gap_ev="4.8 / 4.8" lumo_energy_ev="-0.311 / -0.321" relative_energy_kcal_mol=175.8
P 0.24 -2.00 -1.62 0.80
P 0.20 1.97 -1.50 1.22
C -0.32 -0.69 -2.75 -1.11
C 0.45 0.65 -2.77 -1.12
H -1.39 -0.51 -2.56 0.43
H -0.24 -1.15 -3.74 0.65
H 1.54 0.48 -2.87 0.50
H 0.14 1.18 -3.69 0.63
C -1.11 3.05 -2.12 -1.62
H -1.55 3.65 -1.31 0.38
H -1.91 2.48 -2.61 0.46
H -0.66 3.74 -2.85 0.50
C 1.70 2.99 -1.67 -1.63
H 1.61 3.56 -2.59 0.49
H 2.58 2.34 -1.72 0.40
H 1.80 3.69 -0.83 0.37
C -0.79 -3.42 -1.94 -1.49
H -0.71 -4.15 -1.12 0.42
H -0.40 -3.88 -2.86 0.45
H -1.83 -3.12 -2.09 0.46
C 1.93 -2.42 -2.02 -1.24
H 2.55 -1.53 -2.19 0.41
H 1.90 -2.98 -2.96 0.43
H 2.39 -3.06 -1.26 0.39
Pt 1.71 -1.16 3.58 0.11
C -0.06 2.15 0.27 1.35
C -1.36 1.96 0.88 -1.84
C -2.51 1.36 0.26 -0.48
C -2.68 -0.15 0.64 -0.84
C -1.82 -1.08 -0.07 -0.81
C -0.37 -1.22 -0.11 0.83
C 0.92 -0.28 0.21 -1.27
C 0.84 1.06 0.91 -1.39
C 1.37 -2.97 4.08 -1.07
H 0.38 3.13 0.59 0.66
H -1.37 2.04 1.96 0.58
H -2.54 1.47 -0.83 0.09
H -3.38 1.92 0.66 0.38
H -2.64 -0.24 1.74 0.33
H -3.72 -0.41 0.35 0.37
H -2.33 -2.01 -0.35 0.06
H -0.18 -2.11 0.52 0.55
H 1.58 -0.17 -0.68 0.29
H 1.55 -0.91 0.90 0.32
H 0.50 0.86 1.93 0.38
H 1.88 1.43 1.03 0.18
H 2.02 -3.22 4.92 0.25
H 1.42 -3.67 3.24 0.20
H 0.31 -2.88 4.43 0.27
C 0.43 0.84 4.56 -0.66
O 1.31 0.73 3.45 -0.68
H 0.89 1.51 5.31 0.24
H 0.23 -0.17 5.00 0.26
H -0.51 1.32 4.24 0.16

=====

2.
79
Properties=species:S:1:pos:R:3:mulliken_charge:R:1 method="wB97M-V/def2-TZVPD" total_energy_ha=-3693.518051 spin_multiplicity=3 orbital_gap_ev="6.9 / 5.9" lumo_energy_ev="-0.003 / -1.215" relative_energy_kcal_mol=37.5
Pd 2.30 1.33 0.00 -0.91
O 1.17 4.91 -0.36 -0.74
S 0.71 3.63 0.08 1.36
O -0.84 3.83 0.39 -0.38
O 1.31 3.19 1.33 -0.54
O 0.75 2.60 -0.97 -0.76
C -4.04 -4.43 1.04 -0.61
S -3.09 -4.71 -0.48 -0.12
C -2.78 -2.99 -0.96 -1.10
C -1.71 -2.31 -0.13 1.17
C -1.58 -0.82 -0.51 -1.77
N -0.30 -0.17 -0.20 0.79
P 1.01 -0.19 -1.30 1.09
C 1.18 -1.97 -1.66 0.13
C 2.05 -2.70 -0.85 -0.38
C 2.14 -4.07 -0.97 -0.71
C 1.36 -4.74 -1.91 -0.53
C 0.52 -4.02 -2.74 -0.66
C 0.43 -2.64 -2.63 -0.33
C 0.43 0.43 -2.90 1.19
C -0.75 1.12 -3.13 0.02
C -1.03 1.61 -4.40 -0.86
C -0.13 1.43 -5.44 -0.54
C 1.06 0.76 -5.21 -0.70
C 1.34 0.27 -3.95 -0.90
P 0.15 0.44 1.36 1.44
C -0.41 -0.93 2.46 0.14
C 0.49 -1.98 2.60 -0.26
C 0.16 -3.10 3.34 -0.71
C -1.06 -3.16 3.99 -0.51
C -1.95 -2.11 3.89 -0.85
C -1.64 -0.99 3.13 0.01
C -1.04 1.74 1.75 0.36
C -1.67 2.64 0.72 1.78
C -2.94 3.25 1.22 -1.17
C -3.09 3.50 2.54 -0.39
C -2.15 2.99 3.49 -0.84
C -1.18 2.09 3.08 -1.15
H -4.43 -5.40 1.35 0.38
H -4.87 -3.76 0.84 0.24
H -3.40 -4.03 1.83 0.03
H -3.73 -2.45 -0.89 0.45
H -2.49 -3.03 -2.01 0.38
H -0.75 -2.81 -0.29 -0.22
H -1.95 -2.42 0.93 -0.33
H -2.39 -0.26 -0.03 0.45
H -1.73 -0.75 -1.59 0.46
H 2.66 -2.16 -0.13 0.45
H 2.82 -4.63 -0.33 0.45
H 1.42 -5.81 -2.00 0.40
H -0.08 -4.53 -3.48 0.44
H -0.23 -2.08 -3.28 0.49
H -1.43 1.30 -2.31 -0.18
H -1.96 2.14 -4.58 0.45
H -0.36 1.81 -6.43 0.38
H 1.78 0.64 -6.01 0.41
H 2.28 -0.26 -3.76 0.47
H 1.45 -1.91 2.09 0.35
H 0.86 -3.92 3.42 0.45
H -1.32 -4.03 4.58 0.40
H -2.91 -2.15 4.41 0.39
H -2.35 -0.18 3.03 0.28
H -1.81 2.11 -0.23 -0.86
H -3.64 3.62 0.49 0.50
H -3.94 4.06 2.90 0.45
H -2.25 3.25 4.53 0.46
H -0.58 1.57 3.82 0.57
S 4.24 0.52 1.20 -0.33
C 4.18 2.20 0.85 0.17
N 4.04 3.11 1.86 0.02
C 3.98 4.44 1.65 -0.15
C 4.14 4.96 0.40 -0.68
C 4.37 4.08 -0.67 -0.24
C 4.42 2.72 -0.45 -0.37
H 3.75 2.74 2.75 0.24
H 3.78 5.06 2.52 0.39
H 4.07 6.02 0.24 0.38
H 4.51 4.47 -1.67 0.40
H 4.67 2.02 -1.23 0.46

=====

3.
115
Properties=species:S:1:pos:R:3:mulliken_charge:R:1 method="wB97M-V/def2-TZVPD" total_energy_ha=-3396.815093 orbital_gap_ev=5.4 total_charge=-1 lumo_energy_ev=1.206
K 0.09 0.54 0.00 0.37
C 1.99 -2.75 -0.65 0.65
O 1.21 -3.27 -1.48 -1.06
O 2.14 -1.54 -0.69 0.11
O 2.44 -3.46 0.22 -0.91
C -1.68 -1.54 -5.47 -0.21
C -0.32 -2.26 -5.28 -0.13
O -0.63 -3.61 -5.57 -0.62
O -2.64 -1.76 -4.35 -0.63
H -2.13 -1.89 -6.40 0.38
H -1.39 -0.49 -5.42 0.08
H 0.16 -2.17 -4.31 0.02
H 0.41 -1.94 -6.02 0.36
H -0.56 -4.10 -4.75 0.38
H -2.04 -1.92 -3.62 0.11
C 5.81 -3.37 0.50 -0.59
C 5.53 -2.02 1.10 -0.17
O 4.28 -1.95 1.75 -0.50
O 5.14 -3.68 -0.71 -0.65
H 5.46 -4.11 1.23 0.26
H 6.88 -3.55 0.39 0.42
H 5.48 -1.19 0.40 0.10
H 6.29 -1.78 1.84 0.31
H 3.58 -2.27 1.18 0.21
H 4.20 -3.65 -0.53 0.33
C 2.33 0.47 -3.57 -0.35
C 3.64 0.65 -2.77 -0.11
O 4.07 -0.64 -2.34 -0.60
O 1.30 0.01 -2.75 0.08
H 2.44 -0.10 -4.49 0.20
H 1.88 1.44 -3.78 0.13
H 3.46 1.30 -1.91 -0.25
H 4.36 1.06 -3.49 0.48
H 3.51 -1.01 -1.66 0.37
H 1.62 -0.77 -2.29 0.02
C -2.66 -3.84 5.13 -0.78
C -3.27 -3.09 3.86 0.00
O -2.29 -2.18 3.31 -0.36
O -2.27 -3.00 6.22 -0.58
H -1.76 -4.36 4.81 0.35
H -3.38 -4.63 5.38 0.41
H -4.17 -2.53 4.11 0.22
H -3.53 -3.85 3.13 0.29
H -2.82 -1.73 2.64 0.04
H -1.57 -2.46 5.85 0.34
C -4.83 -0.93 0.80 -0.45
C -5.82 -0.30 1.69 -0.74
O -6.08 -1.11 2.92 -0.56
O -3.53 -0.82 1.34 0.19
H -4.85 -0.56 -0.23 0.42
H -5.04 -1.99 0.69 0.48
H -6.68 -0.07 1.05 0.36
H -5.61 0.67 2.14 0.21
H -6.55 -1.93 2.74 0.33
H -3.20 0.05 1.13 -0.49
C 3.76 2.66 2.52 -0.55
C 4.00 1.71 1.36 -0.51
O 2.93 0.83 1.08 0.25
O 3.21 3.83 1.93 -0.55
H 4.69 2.99 2.98 0.46
H 3.12 2.18 3.26 0.20
H 4.82 1.08 1.72 0.30
H 4.39 2.14 0.44 0.33
H 3.17 -0.02 0.71 -0.34
H 3.09 4.55 2.56 0.25
C -2.71 2.52 1.76 0.19
C -3.17 2.64 0.27 -0.76
O -2.70 1.48 -0.53 -0.19
O -2.58 3.87 2.23 -0.63
H -1.78 1.96 1.88 -0.11
H -3.49 2.03 2.34 0.33
H -2.80 3.54 -0.22 0.49
H -4.26 2.62 0.31 0.38
H -2.83 1.61 -1.47 0.08
H -2.33 3.93 3.16 0.34
C -1.76 -3.15 0.21 0.57
C -2.13 -2.66 -1.21 -0.83
O -1.11 -1.83 -1.71 0.26
O -0.88 -4.29 0.09 -0.73
H -2.63 -3.28 0.85 -0.05
H -1.14 -2.43 0.74 -0.05
H -3.09 -2.14 -1.21 0.38
H -2.17 -3.49 -1.91 0.30
H -0.25 -2.23 -1.58 -0.04
H -0.17 -4.02 -0.49 0.38
C 1.49 -0.57 3.43 0.01
C 0.31 0.45 3.28 -0.07
O -0.76 -0.15 2.62 -0.05
O 1.21 -1.76 4.25 -0.62
H 2.41 -0.16 3.83 0.23
H 1.74 -0.84 2.41 -0.08
H 0.56 1.35 2.71 -0.03
H 0.08 0.84 4.28 0.42
H -0.96 -0.91 3.17 0.18
H 1.06 -2.48 3.64 0.39
C -0.96 2.98 -3.05 1.25
C -0.12 3.70 -4.13 -0.64
O -0.30 3.09 -5.42 -0.57
O -2.39 3.23 -3.13 -0.61
H -0.73 3.33 -2.04 -0.75
H -0.84 1.90 -3.16 0.11
H 0.90 3.59 -3.76 0.19
H -0.32 4.77 -4.17 0.39
H -1.24 2.97 -5.53 0.35
H -2.50 4.13 -2.82 0.38
C 0.29 4.61 0.33 0.33
C 1.11 5.53 -0.62 -0.80
O 1.60 4.81 -1.69 -0.46
O 0.82 3.38 0.78 0.01
H -0.61 4.30 -0.20 -0.45
H 0.04 5.19 1.22 0.40
H 1.97 5.95 -0.11 0.34
H 0.54 6.40 -0.96 0.41
H 2.29 4.22 -1.38 0.29
H 1.68 3.55 1.16 0.05

=====

4.
11
Properties=species:S:1:pos:R:3:mulliken_charge:R:1 method="wB97M-V/def2-TZVPD" total_energy_ha=-2692.452501 orbital_gap_ev=10.5 smiles="C=CC.Br" lumo_energy_ev=1.025 relative_energy_kcal_mol=23.3
C 0.62 -0.91 0.51 -1.27
C -0.66 -0.54 0.11 0.03
C -1.07 0.87 0.28 -0.82
H 0.97 -1.89 0.27 0.38
H 1.33 -0.13 0.81 0.45
H -1.32 -1.21 -0.31 0.41
H -0.98 1.04 1.35 0.28
H -0.42 1.54 -0.26 0.26
H -2.18 0.91 0.03 0.27
Br 1.95 0.60 -1.88 -0.21
H 1.76 -0.27 -0.92 0.22

=====

5.
10
Properties=species:S:1:pos:R:3:mulliken_charge:R:1 method="wB97M-V/def2-TZVPD" total_energy_ha=-665.229262 orbital_gap_ev="6.4 / 9.0" lumo_energy_ev="-2.102 / -0.926" relative_energy_kcal_mol=98.1
C 0.10 1.39 0.16 0.54
C 1.10 0.67 0.83 0.41
C 0.71 -0.76 0.64 -1.04
O -0.67 1.78 -0.64 -0.34
O 1.97 1.01 1.59 -0.54
S -3.29 2.68 -0.41 -0.15
H -0.35 -1.07 0.63 0.34
H 1.22 -1.16 1.44 0.35
H 0.98 -0.94 -0.38 0.30
H -2.97 3.08 0.84 0.13

=====

6.
104
Properties=species:S:1:pos:R:3:mulliken_charge:R:1 method="wB97M-V/def2-TZVPD" total_energy_ha=-6280.226358 spin_multiplicity=6 orbital_gap_ev="3.8 / 8.5" total_charge=-1 lumo_energy_ev="2.306 / 2.314"
Fe -8.63 -16.02 7.01 0.22
Zn -11.45 -15.65 3.64 -1.40
B -9.39 -15.63 2.73 0.73
H -8.43 -15.55 2.23 -0.25
H -10.18 -15.70 1.99 -0.29
H -9.46 -16.50 3.36 -0.65
H -9.50 -14.73 3.32 -0.62
B -10.48 -15.56 5.74 5.29
H -9.49 -15.15 5.70 -1.05
H -11.15 -14.77 5.43 0.20
H -10.60 -16.46 5.16 -0.92
H -10.63 -15.89 6.76 -0.68
B -7.53 -16.94 5.35 1.87
H -7.07 -16.80 6.32 -0.92
H -7.59 -15.99 4.84 -0.43
H -6.95 -17.67 4.81 -0.31
H -8.50 -17.28 5.67 -0.72
C -7.87 -19.92 7.78 0.72
F -7.87 -21.09 8.34 -0.19
F -6.80 -19.13 8.05 -0.18
F -7.92 -20.13 6.44 -0.18
S -9.53 -18.95 8.24 0.43
O -10.47 -19.09 7.10 -0.52
O -10.16 -19.69 9.33 -0.60
N -9.09 -17.25 8.47 -0.46
S -9.08 -17.10 9.98 0.96
O -8.34 -18.18 10.77 -0.69
O -8.56 -15.75 10.35 -0.61
C -10.98 -17.17 10.51 0.63
F -11.25 -16.05 11.01 -0.19
F -11.80 -17.39 9.44 -0.16
F -11.08 -18.07 11.44 -0.25
C -8.85 -12.20 4.00 0.31
O -8.42 -11.31 5.05 -0.19
C -8.27 -9.97 4.59 -0.85
C -9.50 -9.15 4.21 -0.62
N -10.50 -9.01 5.31 -0.32
C -11.81 -8.36 4.81 -0.72
C -12.89 -9.43 4.74 -0.55
O -13.32 -9.76 6.09 -0.43
C -13.48 -11.16 6.20 -0.65
H -8.90 -13.20 4.42 -0.86
H -8.08 -12.09 3.24 0.32
H -9.85 -11.89 3.69 0.29
H -7.65 -10.04 3.70 0.44
H -7.75 -9.31 5.28 0.35
H -10.00 -9.66 3.38 0.35
H -9.26 -8.21 3.71 0.51
H -10.88 -9.90 5.59 0.12
H -11.74 -7.54 4.10 0.40
H -12.16 -7.83 5.70 0.35
H -12.45 -10.31 4.27 0.32
H -13.81 -9.05 4.30 0.43
H -14.00 -11.54 5.32 0.45
H -13.99 -11.46 7.12 0.35
H -12.59 -11.79 6.18 0.16
C -11.37 -13.87 8.53 -0.55
O -9.97 -13.99 8.35 0.10
C -9.40 -12.74 8.12 -0.71
C -7.91 -12.95 7.99 -1.09
N -7.58 -13.81 6.86 0.50
C -6.11 -14.13 6.77 -1.21
C -5.39 -15.10 7.79 -0.65
O -5.65 -14.58 9.10 -0.23
C -5.17 -15.26 10.20 -0.87
H -11.77 -14.85 8.79 -0.06
H -11.59 -13.41 7.57 0.13
H -11.53 -13.15 9.34 0.30
H -9.77 -12.07 8.90 0.52
H -9.71 -12.34 7.15 0.38
H -7.46 -13.18 8.96 0.38
H -7.52 -11.97 7.71 0.46
H -7.78 -13.22 6.06 -0.41
H -5.52 -13.23 6.66 0.56
H -6.08 -14.51 5.74 0.57
H -4.30 -15.08 7.76 0.53
H -5.56 -16.16 7.56 0.12
H -5.46 -16.31 10.27 0.29
H -5.52 -14.94 11.18 0.29
H -4.09 -15.16 10.17 0.32
C -12.40 -21.96 2.05 -0.89
O -12.33 -20.59 2.32 -0.27
C -11.04 -20.15 2.79 -1.05
C -11.23 -18.98 3.78 -0.25
N -11.80 -17.83 3.09 0.21
C -13.23 -17.93 3.28 -1.02
C -13.72 -17.22 4.53 -0.46
O -13.07 -15.93 4.76 0.13
C -13.58 -15.41 6.03 -0.28
H -11.54 -22.37 1.53 0.36
H -13.19 -22.11 1.31 0.25
H -12.70 -22.55 2.91 0.31
H -10.52 -19.85 1.87 0.30
H -10.51 -20.96 3.28 0.62
H -10.23 -18.58 3.98 -0.28
H -11.65 -19.19 4.77 0.32
H -11.83 -18.23 2.17 0.32
H -13.72 -18.90 3.15 0.29
H -13.66 -17.33 2.48 0.50
H -13.75 -17.88 5.39 0.39
H -14.79 -17.07 4.39 0.53
H -13.51 -14.32 6.10 -0.07
H -13.15 -15.76 6.97 0.10
H -14.63 -15.64 6.22 0.52

=====

7.
80
Properties=species:S:1:pos:R:3:mulliken_charge:R:1 method="wB97M-V/def2-TZVPD" total_energy_ha=-3998.369786 orbital_gap_ev=6.9 total_charge=+2 lumo_energy_ev=-6.821 relative_energy_kcal_mol=71.5
Cu -2.44 -2.10 -1.29 0.47
Ba -0.04 -0.34 -3.55 1.83
O -1.21 -0.25 -1.16 -0.73
H -0.95 0.07 -0.27 -0.15
C -0.91 2.43 1.27 0.87
O -0.09 2.69 2.13 -0.61
N -1.67 3.44 0.73 0.16
C -2.68 3.08 -0.28 -0.70
C -1.62 4.81 1.06 -1.06
H -1.14 1.45 0.83 -0.32
H -2.54 2.10 -0.74 -0.48
H -2.61 3.70 -1.18 0.48
H -3.68 3.31 0.07 0.44
H -2.44 5.16 1.69 0.36
H -0.64 5.08 1.46 0.33
H -1.69 5.48 0.20 0.36
C -4.24 0.15 -2.33 1.42
O -3.90 -0.95 -2.78 -0.78
N -5.30 0.90 -2.72 0.09
C -5.61 2.24 -2.28 -0.42
C -6.15 0.39 -3.78 -0.99
H -3.64 0.82 -1.70 -0.30
H -5.58 2.98 -3.08 0.34
H -4.91 2.54 -1.50 -0.19
H -6.58 2.25 -1.78 0.36
H -6.40 1.14 -4.54 0.34
H -5.73 -0.43 -4.35 0.31
H -7.09 0.01 -3.39 0.33
C 4.67 3.17 -3.63 -0.99
C 4.51 1.69 -3.44 -0.14
O 4.51 1.32 -2.09 -0.37
P 3.07 1.24 -1.26 0.20
O 1.93 0.58 -1.95 -0.15
O 3.52 0.53 0.13 -0.26
C 2.67 -0.14 0.98 0.56
C 2.67 0.43 2.38 -0.67
O 2.96 2.80 -0.82 -0.21
C 3.94 3.37 0.03 -0.22
C 3.43 4.26 1.14 -1.11
H 4.60 3.51 -4.66 0.38
H 4.03 3.78 -2.99 0.18
H 5.66 3.55 -3.37 0.31
H 3.56 1.34 -3.84 0.14
H 5.39 1.17 -3.83 0.31
H 1.67 -0.11 0.54 -0.12
H 3.07 -1.15 0.96 0.12
H 1.92 0.04 3.08 0.02
H 3.55 0.08 2.92 0.41
H 2.56 1.51 2.37 -0.09
H 4.69 2.64 0.33 0.45
H 4.50 4.01 -0.66 0.33
H 2.78 5.07 0.83 0.33
H 2.78 3.66 1.78 0.19
H 4.32 4.51 1.72 0.34
C -0.63 -1.29 3.98 -1.49
C -1.26 -1.67 2.63 0.50
O -1.18 -3.06 2.55 -0.25
P -0.67 -3.81 1.26 0.49
O -1.75 -4.02 0.23 -0.71
O 0.62 -3.02 0.68 0.63
C 1.22 -3.46 -0.47 -0.21
C 2.45 -4.42 -0.20 -1.24
O -0.09 -5.21 1.77 -0.20
C -0.74 -5.93 2.82 -0.16
C -0.74 -7.46 2.51 -1.30
H -0.58 -0.21 4.05 0.39
H -1.21 -1.66 4.83 0.38
H 0.39 -1.67 4.03 0.36
H -2.30 -1.35 2.72 0.25
H -0.75 -1.16 1.81 -0.21
H 0.48 -3.82 -1.18 0.43
H 1.60 -2.54 -0.92 -0.02
H 3.23 -4.05 0.47 0.29
H 2.09 -5.37 0.21 0.29
H 2.85 -4.71 -1.17 0.42
H -0.26 -5.78 3.78 0.31
H -1.81 -5.78 2.91 0.30
H 0.21 -7.84 2.13 0.31
H -1.17 -7.94 3.39 0.41
H -1.46 -7.79 1.77 0.33